[1]
{
  "formula": "C5H8O",
  "method": "wB97M-V/def2-TZVPD",
  "homo_ev": -8.41,
  "charge": 0,
  "elements": ["C", "C", "C", "C", "C", "O", "H", "H", "H", "H", "H", "H", "H", "H"],
  "xyz": [[-2.086, -0.334, -0.412], [-1.636, 1.068, -0.261], [-0.836, -0.056, 0.394], [0.452, -0.237, -0.291], [2.722, -0.424, 0.172], [1.372, -0.387, 0.638], [-1.953, -0.816, -1.375], [-2.954, -0.657, 0.155], [-2.171, 1.733, 0.408], [-1.165, 1.544, -1.116], [-0.897, -0.144, 1.480], [2.736, -0.188, -0.894], [3.136, -1.419, 0.356], [3.281, 0.318, 0.746]],
  "lowdin_charge": [-0.13, -0.13, -0.30, -0.02, -0.08, -0.14, 0.10, 0.10, 0.10, 0.10, 0.13, 0.08, 0.09, 0.09]
}


[2]
{
  "formula": "C5H5NO2",
  "method": "wB97M-V/def2-TZVPD",
  "homo_ev": -8.11,
  "charge": 0,
  "smiles": "[H]/N=C1C=C/C(=C/O)O/1",
  "elements": ["C", "C", "C", "C", "C", "H", "H", "H", "H", "H", "N", "O", "O"],
  "xyz": [[-1.911, 0.322, 0.031], [-0.584, 0.371, 0.087], [1.512, -0.315, -0.144], [1.459, 1.145, -0.073], [0.174, 1.541, 0.060], [-3.554, -0.790, -0.007], [-2.497, 1.287, 0.006], [1.729, -2.104, 0.329], [2.393, 1.753, -0.334], [-0.198, 2.641, 0.187], [2.448, -1.184, -0.020], [-2.561, -0.880, -0.141], [0.197, -0.730, 0.166]],
  "lowdin_charge": [-0.10, -0.36, -0.43, -0.01, -0.02, 0.14, 0.15, 0.17, 0.14, 0.17, 0.12, 0.01, 0.05]
}


[3]
{
  "formula": "C15H18N2O4S",
  "method": "wB97M-V/def2-TZVPD",
  "homo_ev": -7.93,
  "charge": 0,
  "smiles": "COc1cc(C(=O)CSc2nccn2C)cc(OC)c1OC",
  "elements": ["C", "H", "H", "H", "O", "C", "C", "C", "C", "C", "C", "O", "C", "H", "H", "H", "O", "C", "H", "H", "H", "H", "C", "O", "C", "H", "H", "S", "C", "N", "C", "C", "N", "C", "H", "H", "H", "H", "H", "H"],
  "xyz": [[-2.478, -0.743, 3.317], [-2.379, -1.148, 4.325], [-2.912, -1.505, 2.664], [-3.131, 0.130, 3.335], [-1.164, -0.408, 2.930], [-0.897, 0.285, 1.789], [0.452, 0.615, 1.654], [0.907, 1.319, 0.554], [-0.008, 1.743, -0.407], [-1.349, 1.429, -0.296], [-1.812, 0.661, 0.795], [-3.133, 0.308, 0.945], [-3.857, -0.121, -0.191], [-4.677, -0.725, 0.199], [-3.238, -0.732, -0.853], [-4.261, 0.722, -0.753], [-2.290, 1.838, -1.201], [-1.864, 2.589, -2.312], [-2.767, 2.791, -2.888], [-1.157, 2.027, -2.930], [-1.409, 3.535, -2.007], [0.377, 2.315, -1.234], [2.325, 1.682, 0.334], [2.658, 2.654, -0.303], [3.396, 0.899, 1.088], [4.363, 1.122, 0.636], [3.405, 1.216, 2.132], [3.185, -0.903, 1.120], [2.560, -1.081, -0.488], [2.377, -0.075, -1.304], [1.839, -0.611, -2.431], [1.704, -1.959, -2.282], [2.166, -2.259, -1.024], [2.244, -3.552, -0.410], [2.181, -3.438, 0.672], [3.191, -4.042, -0.656], [1.421, -4.174, -0.760], [1.331, -2.716, -2.940], [1.596, 0.011, -3.268], [1.106, 0.298, 2.450]],
  "lowdin_charge": [-0.07, 0.09, 0.09, 0.10, -0.06, -0.18, 0.02, -0.18, 0.03, -0.18, -0.12, -0.11, -0.07, 0.09, 0.10, 0.09, -0.10, -0.07, 0.10, 0.10, 0.10, 0.11, -0.46, 0.08, -0.36, 0.09, 0.09, 0.98, -0.63, 0.07, -0.12, -0.07, -0.13, -0.03, 0.07, 0.10, 0.09, 0.11, 0.10, 0.10]
}


[4]
{
  "formula": "C6H11N",
  "method": "wB97M-V/def2-TZVPD",
  "homo_ev": -11.38,
  "charge": 0,
  "smiles": "CCC[C@@H](C)C#N",
  "elements": ["C", "C", "C", "C", "C", "C", "N", "H", "H", "H", "H", "H", "H", "H", "H", "H", "H", "H"],
  "xyz": [[2.240, -1.428, -0.214], [1.401, -0.214, 0.171], [-0.047, -0.341, -0.295], [-0.927, 0.842, 0.140], [-2.247, 0.911, -0.635], [-1.173, 0.753, 1.589], [-1.359, 0.643, 2.726], [3.277, -1.319, 0.117], [1.838, -2.341, 0.240], [2.247, -1.572, -1.301], [1.423, -0.077, 1.259], [1.838, 0.693, -0.267], [-0.076, -0.408, -1.390], [-0.487, -1.272, 0.088], [-0.371, 1.774, -0.030], [-2.034, 1.049, -1.700], [-2.819, -0.015, -0.516], [-2.867, 1.745, -0.295]],
  "lowdin_charge": [-0.12, -0.27, -0.20, -0.37, -0.07, -0.21, 0.15, 0.07, 0.08, 0.07, 0.11, 0.11, 0.12, 0.13, 0.14, 0.08, 0.09, 0.08]
}


Going through the records in order, we get HOMO-LUMO gap values of 9.578; 8.335; 8.505; 12.330 eV.